Computed, not measured: an isolated molecule of C13H16N2O3 in a non-equilibrium geometry, with ωB97M-V/def2-TZVPD.

The orbital gap is 9.0163 eV. The energy above the lowest of the compared OMol25 structures with the same formula, charge and spin is 0.6797 eV. The net charge is 0. As for the HOMO energy: -9.06 eV.

Last column: Mulliken charge in e.
CARTESIAN COORDINATES (ANGSTROEM)
1 C -0.48 0.59 -0.06  -0.358
2 H -4.20 1.35 -1.48  0.377
3 H -5.03 -1.27 1.05  0.236
4 O 3.11 0.73 0.56  -0.399
5 H -5.31 -0.60 -1.77  0.358
6 H -5.90 -2.08 -0.05  0.234
7 C 1.28 0.74 1.99  -0.285
8 N -2.75 0.77 -0.12  0.168
9 H 1.17 0.62 -1.38  0.494
10 C 1.76 0.70 0.69  0.942
11 H 4.42 -2.03 -1.10  0.343
12 H 4.89 -1.84 0.62  0.268
13 H 5.50 0.49 0.30  0.231
14 H 1.99 0.82 2.80  0.433
15 C -0.93 0.60 1.24  0.002
16 C -4.13 0.72 -0.59  -0.874
17 O -1.74 0.30 -2.17  -0.604
18 H 6.10 -1.92 -0.65  0.369
19 H -0.41 0.71 3.30  0.451
20 C -4.67 -0.68 -0.88  -0.395
21 C -2.45 0.48 1.21  0.217
22 H 3.62 1.39 -1.31  0.355
23 C 5.10 -1.54 -0.40  -1.186
24 C 5.08 -0.01 -0.58  -0.450
25 H -4.75 1.17 0.19  0.466
26 C 0.84 0.64 -0.34  0.012
27 H -3.89 -1.40 -1.15  0.317
28 C -0.05 0.68 2.28  -0.853
29 C -1.69 0.51 -0.98  0.200
30 H 3.09 -0.35 -1.26  0.350
31 O -3.19 0.16 2.11  -0.587
32 N -5.55 -1.15 0.19  -0.641
33 H 5.58 0.24 -1.52  0.343
34 C 3.61 0.46 -0.75  -0.534

***

Computed, not measured: the ion C4H5O2S with charge -1 in a non-equilibrium geometry, with ωB97M-V/def2-TZVPD.

The orbital gap is 7.4546 eV. The energy above the lowest of the compared OMol25 structures with the same formula, charge and spin is 3.4629 eV. The net charge is -1. As for the HOMO energy: -3.82 eV.

Last column: Mulliken charge in e.
CARTESIAN COORDINATES (ANGSTROEM)
1 C -1.74 -0.37 -0.75  -0.879
2 H -2.10 -1.38 -0.54  0.240
3 C -1.28 0.16 0.66  -0.249
4 O 3.21 -0.84 -0.96  -0.600
5 O 3.63 1.48 -0.12  -0.615
6 H -1.50 1.14 0.89  0.267
7 H -2.51 0.35 -1.04  0.266
8 H -1.85 -0.45 1.50  0.188
9 S 3.32 0.05 0.26  0.452
10 C 1.47 0.16 0.82  -0.757
11 H -0.82 -0.34 -1.40  0.302
12 C 0.18 0.04 0.69  0.385

***

Computed, not measured: an isolated molecule of CH3N5 in a non-equilibrium geometry, with ωB97M-V/def2-TZVPD.

The orbital gap is 11.2867 eV. The energy above the lowest of the compared OMol25 structures with the same formula, charge and spin is 1.3548 eV. The net charge is 0. As for the HOMO energy: -10.51 eV.

Last column: Mulliken charge in e.
CARTESIAN COORDINATES (ANGSTROEM)
1 N -1.83 -0.88 0.01  -0.223
2 N -1.95 0.48 0.01  -0.362
3 H 1.80 -0.65 -0.75  0.265
4 N 1.49 -0.06 -0.02  -0.742
5 N -0.61 -1.26 -0.01  -0.270
6 N 0.14 -0.14 0.01  0.577
7 C -0.73 0.91 -0.01  0.102
8 H 1.98 -0.29 0.86  0.258
9 H -0.29 1.88 -0.11  0.394

***

Computed, not measured: an isolated molecule of C18H18Cl2N2O2, with ωB97M-V/def2-TZVPD.

The orbital gap is 9.3764 eV. The energy above the lowest of the compared OMol25 structures with the same formula, charge and spin is 0.0000 eV. The net charge is 0. As for the HOMO energy: -8.70 eV.

Last column: Mulliken charge in e.
CARTESIAN COORDINATES (ANGSTROEM)
1 N -1.25 -1.45 0.84  -0.029
2 H 0.53 0.08 1.92  0.375
3 C 0.97 0.76 -1.41  -0.673
4 C 2.90 -2.00 0.68  -1.016
5 H -1.00 -4.10 0.16  0.335
6 C 2.06 2.91 -0.07  -0.608
7 H 2.50 3.76 0.44  0.367
8 C 0.97 -0.76 1.41  -0.673
9 C -3.45 0.76 -0.15  -0.675
10 C -2.09 1.31 0.22  0.302
11 C 0.14 -1.68 0.76  0.682
12 H 3.97 -2.11 0.64  0.455
13 C 2.34 0.93 -1.36  0.244
14 C -3.45 -0.76 0.15  -0.674
15 H -3.65 -0.92 1.21  0.262
16 Cl 3.35 0.23 2.14  -0.207
17 H -0.65 3.45 1.43  0.256
18 C 2.34 -0.93 1.36  0.246
19 H -3.65 0.92 -1.21  0.261
20 H -0.65 -3.45 -1.43  0.256
21 C 2.06 -2.91 0.07  -0.608
22 C -0.19 -3.83 -0.51  -1.634
23 C 0.68 -2.79 0.11  0.867
24 H 0.38 -4.72 -0.75  0.494
25 H -4.22 -1.25 -0.44  0.379
26 H -1.54 0.99 -1.69  0.418
27 H 2.50 -3.76 -0.44  0.367
28 C 0.14 1.68 -0.76  0.682
29 O -1.77 -1.53 -1.38  -0.596
30 H 0.38 4.72 0.75  0.495
31 H -4.22 1.25 0.44  0.379
32 Cl 3.35 -0.23 -2.14  -0.206
33 C 0.68 2.79 -0.11  0.867
34 C -2.08 -1.31 -0.22  0.302
35 O -1.77 1.53 1.38  -0.596
36 H -1.00 4.10 -0.16  0.335
37 H -1.54 -0.99 1.69  0.418
38 C 2.90 2.00 -0.68  -1.016
39 H 3.97 2.11 -0.64  0.455
40 C -0.19 3.83 0.51  -1.634
41 H 0.53 -0.08 -1.92  0.375
42 N -1.25 1.45 -0.84  -0.029

***

Computed, not measured: a cluster of 2 separate species, C5H10O in total in a non-equilibrium geometry, with ωB97M-V/def2-TZVPD.

The orbital gap is 10.1917 eV. The energy above the lowest of the compared OMol25 structures with the same formula, charge and spin is 3.6346 eV. The net charge is 0. As for the HOMO energy: -9.25 eV.

Last column: Mulliken charge in e.
CARTESIAN COORDINATES (ANGSTROEM)
1 H -1.19 -3.11 -0.59  0.296
2 C 2.82 2.21 -0.41  -0.048
3 H 3.05 1.27 0.07  0.304
4 C 1.59 2.71 -0.29  -0.557
5 H 4.11 3.54 -0.92  0.331
6 H 0.98 2.62 0.59  0.256
7 C -2.29 -0.77 0.06  -0.726
8 H -1.86 -0.71 -0.94  0.243
9 H -1.06 -3.63 0.96  0.270
10 C -1.82 -3.12 0.31  -0.946
11 C -2.08 -1.74 0.94  0.000
12 O 3.71 2.78 -1.30  -0.505
13 H 1.07 3.17 -1.13  0.219
14 H -2.61 0.24 0.37  0.237
15 H -2.54 -3.94 0.32  0.275
16 H -1.86 -1.54 1.97  0.352

***

Computed, not measured: a cluster of 2 separate species, C4H5NO in total in a non-equilibrium geometry, with ωB97M-V/def2-TZVPD.

The orbital gap is 9.6796 eV. The energy above the lowest of the compared OMol25 structures with the same formula, charge and spin is 3.2034 eV. The net charge is 0. As for the HOMO energy: -8.97 eV.

Last column: Mulliken charge in e.
CARTESIAN COORDINATES (ANGSTROEM)
1 C 2.32 0.07 -0.09  0.645
2 H 4.43 -0.09 0.20  0.204
3 H -4.35 -0.87 0.44  0.303
4 H -3.42 -1.42 -0.76  0.246
5 O -1.80 1.18 0.01  -0.357
6 C 3.49 0.56 0.10  -0.891
7 H 3.78 1.69 0.06  0.216
8 C -2.66 0.38 0.00  0.823
9 N 1.17 -0.29 -0.32  -0.441
10 H 0.51 -0.56 0.37  0.267
11 C -3.46 -0.66 0.00  -1.013